C38H38AuN5P2 as an isolated structure at a distorted geometry, computed with wB97M-V/def2-TZVPD.

Cartesian coordinates (Å):
Au -0.202 -0.479 0.048
C -2.234 -1.586 -2.225
P -0.574 -0.798 -2.278
C 0.654 -1.982 -2.830
C 1.659 -1.603 -3.716
C 2.633 -2.521 -4.078
C 2.599 -3.811 -3.568
C 1.594 -4.189 -2.685
C 0.625 -3.277 -2.304
C -0.694 0.537 -3.477
C -1.194 0.157 -4.729
C -1.349 1.096 -5.734
C -1.008 2.422 -5.496
C -0.514 2.800 -4.257
C -0.355 1.863 -3.247
C -2.368 -2.297 -0.925
C -2.960 -3.474 -0.553
C -2.635 -3.696 0.808
C -1.869 -2.639 1.225
C -1.170 -2.360 2.519
P -0.261 -0.774 2.372
C -1.299 0.482 3.127
C -0.854 1.249 4.199
C -1.726 2.137 4.816
C -3.036 2.243 4.375
C -3.482 1.474 3.304
C -2.617 0.599 2.673
C 1.340 -0.795 3.170
C 1.703 -1.822 4.040
C 2.939 -1.788 4.669
C 3.803 -0.727 4.443
C 3.435 0.308 3.590
C 2.208 0.277 2.955
N -1.748 -1.750 0.178
H -2.328 -2.273 -3.069
H -2.973 -0.791 -2.358
H 1.679 -0.601 -4.127
H 3.411 -2.232 -4.772
H 3.351 -4.528 -3.866
H 1.564 -5.199 -2.297
H -0.156 -3.577 -1.612
H -1.455 -0.875 -4.932
H -1.732 0.794 -6.699
H -1.127 3.157 -6.280
H -0.243 3.832 -4.076
H 0.034 2.168 -2.289
H -3.552 -4.120 -1.180
H -2.946 -4.535 1.409
H -0.465 -3.154 2.775
H -1.865 -2.245 3.355
H 0.160 1.149 4.563
H -1.385 2.729 5.655
H -3.718 2.919 4.874
H -4.510 1.546 2.973
H -2.970 -0.006 1.844
H 1.034 -2.649 4.235
H 3.222 -2.587 5.341
H 4.763 -0.699 4.939
H 4.107 1.140 3.426
H 1.921 1.091 2.298
C -3.189 4.127 -0.632
N -2.357 3.741 0.510
C -2.375 4.578 1.711
C -1.459 2.813 0.377
N -0.655 1.982 0.252
H -2.913 5.125 -0.976
H -4.236 4.123 -0.332
H -3.045 3.415 -1.441
H -2.030 5.584 1.470
H -1.729 4.137 2.466
H -3.391 4.624 2.100
N 2.069 1.953 -0.755
C 2.694 0.761 -0.578
C 4.066 0.621 -0.853
C 4.669 -0.595 -0.670
C 3.917 -1.676 -0.198
C 2.588 -1.476 0.045
N 1.969 -0.290 -0.156
H 2.658 2.753 -0.918
H 1.217 2.136 -0.240
H 4.626 1.479 -1.200
H 5.724 -0.713 -0.880
H 4.356 -2.648 -0.031
H 1.959 -2.282 0.397

Force components x, y, z for each atom (eV/Å):
Au 0.776 -0.772 -0.342
C 0.046 -0.131 -0.124
P -0.173 0.226 0.080
C -0.111 -0.069 -0.029
C 0.056 0.036 0.028
C 0.001 -0.003 -0.002
C -0.002 -0.002 0.005
C 0.020 -0.006 0.009
C 0.006 -0.007 0.000
C -0.083 -0.288 -0.280
C 0.036 0.014 -0.034
C 0.010 0.016 0.043
C 0.002 -0.010 0.013
C 0.003 0.060 -0.043
C 0.011 0.034 0.149
C -0.080 0.210 -0.174
C 0.114 -0.004 -0.109
C -0.033 0.045 0.178
C 0.077 0.011 0.206
C -0.015 0.082 0.173
P -0.031 0.091 -0.008
C -0.059 -0.072 0.088
C 0.043 0.052 -0.020
C 0.011 -0.015 0.007
C -0.049 -0.001 -0.021
C 0.017 0.026 0.024
C 0.001 0.004 0.019
C -0.116 -0.126 0.225
C 0.017 -0.053 -0.065
C -0.009 0.013 -0.013
C 0.014 0.019 0.001
C 0.022 -0.018 0.016
C 0.001 0.046 -0.041
N -0.126 0.044 0.013
H -0.033 0.020 0.021
H 0.045 0.052 -0.001
H -0.011 0.001 -0.005
H 0.002 0.002 -0.007
H 0.005 -0.002 -0.001
H -0.001 -0.006 -0.001
H -0.017 0.010 -0.004
H 0.011 -0.013 0.020
H -0.006 0.000 -0.006
H 0.002 0.008 -0.002
H 0.000 0.006 -0.002
H 0.047 -0.024 0.079
H -0.009 0.008 -0.053
H 0.003 -0.001 0.044
H -0.004 -0.003 -0.053
H 0.043 -0.080 0.016
H -0.015 -0.005 0.009
H 0.004 -0.002 0.008
H -0.001 -0.002 0.002
H -0.006 0.011 -0.003
H 0.012 -0.006 -0.004
H 0.002 0.012 0.010
H -0.002 -0.002 0.008
H 0.005 -0.006 -0.003
H 0.002 0.009 0.000
H -0.022 0.001 -0.021
C 0.000 -0.004 -0.015
N -0.037 0.031 0.032
C -0.024 0.001 0.011
C 0.079 -0.096 -0.034
N -0.213 0.330 0.085
H -0.010 0.001 0.001
H 0.001 0.010 -0.008
H -0.020 0.012 -0.003
H -0.006 -0.002 0.014
H -0.002 0.016 0.009
H 0.002 0.014 -0.005
N 0.161 0.105 0.070
C -0.005 0.046 0.049
C 0.005 -0.156 0.017
C -0.005 0.098 -0.021
C -0.060 -0.063 0.029
C 0.005 -0.182 -0.066
N -0.269 0.528 -0.062
H 0.014 -0.042 -0.027
H -0.097 -0.084 -0.104
H -0.014 0.021 -0.002
H 0.012 0.000 0.003
H 0.004 -0.003 0.007
H 0.027 -0.019 0.000

E_LUMO (Ha): -0.23340
Frontier orbital gap (eV): 6.5
HOMO (eV): -12.90
Net charge: +2
Multiplicity: 1
Relative energy (zero: lowest compared OMol25 entry of this formula, charge and spin) (kcal/mol): 0.5
F_max (eV/Å): 1.15

Here are the Mulliken charges for atoms 1 to 4, given in e: number 1, Au, carries 2.690; number 2, C, carries -0.746; number 3, P, carries 0.932; number 4, C, carries 0.624

=====

A 2-piece molecular cluster, C2H3IO2 overall at a distorted geometry, computed with wB97M-V/def2-TZVPD.

Cartesian coordinates (Å):
C 1.411 -0.960 -0.091
C 0.210 -0.189 -0.053
O 2.067 -1.903 -0.107
O 2.864 0.761 -0.079
I 4.527 -0.170 -0.114
H -0.097 -0.011 -1.084
H -0.588 -0.711 0.485
H 0.406 0.780 0.405

Force components x, y, z for each atom (eV/Å):
C 3.482 0.452 0.149
C -0.986 0.569 0.113
O -1.475 0.832 -0.011
O -2.080 -1.559 -0.031
I 0.726 -0.013 -0.018
H 0.012 -0.037 -0.061
H 0.145 -0.120 -0.115
H 0.176 -0.125 -0.027

E_LUMO (Ha): 0.00045
Frontier orbital gap (eV): 7.9
HOMO (eV): -7.84
Multiplicity: 1
Relative energy (zero: lowest compared OMol25 entry of this formula, charge and spin) (kcal/mol): 83.5
F_max (eV/Å): 3.51

Here are the natural (NBO) charges for atoms 1 to 4, given in e: number 1, C, carries 0.914; number 2, C, carries -0.785; number 3, O, carries -0.360; number 4, O, carries -1.017

=====

A 2-piece molecular cluster, C3H9NO3 overall at a distorted geometry, computed with wB97M-V/def2-TZVPD.

Cartesian coordinates (Å):
C 0.705 -2.229 1.100
N -0.059 -1.608 0.005
C -0.078 -0.152 -0.128
C -0.586 0.344 -1.454
O -1.061 1.587 -1.309
O -0.377 -0.201 -2.495
H 0.482 -3.304 0.977
H 0.204 -1.945 2.024
H 1.790 -2.173 0.986
H 0.326 -2.013 -0.862
H 0.981 0.138 -0.063
H -0.648 0.209 0.736
H -1.389 1.867 -2.161
H 0.236 3.776 1.222
H -0.410 2.824 0.254
O -0.115 2.879 1.168

Force components x, y, z for each atom (eV/Å):
C -2.843 -1.452 0.127
N 3.972 0.755 -1.229
C -1.360 -0.976 1.496
C 0.744 0.832 -0.434
O -0.141 -0.798 0.603
O -0.394 -0.547 0.179
H 0.201 0.196 0.134
H 0.900 0.358 0.275
H -0.009 0.733 -0.007
H -1.240 -0.249 -0.410
H -0.007 0.185 0.253
H 0.385 0.514 -0.164
H -0.226 0.494 -0.835
H 0.014 -0.116 0.285
H -0.165 -0.005 0.009
O 0.167 0.076 -0.283

E_LUMO (alpha / beta) (Ha): -0.12942 / -0.31881
Frontier orbital gap (alpha / beta) (eV): 11.2 / 6.1
HOMO (alpha / beta) (eV): -14.74 / -14.74
Net charge: +1
Multiplicity: 2
Relative energy (zero: lowest compared OMol25 entry of this formula, charge and spin) (kcal/mol): 7.1
F_max (eV/Å): 4.23

Here are the natural (NBO) charges for atoms 1 to 4, given in e: number 1, C, carries -0.488; number 2, N, carries -0.053; number 3, C, carries -0.391; number 4, C, carries 0.768